An isolated molecule of C4H5NS at a distorted geometry, computed with ωB97M-V/def2-TZVPD.

```
11
Properties=species:S:1:pos:R:3:forces:R:3
C -1.03648 1.16675 0.16117 -0.65 0.00 -0.32
C 0.13141 1.73962 0.40266 2.56 -2.87 -0.87
C -1.11071 -0.18857 -0.22640 0.61 -0.17 1.02
C 1.65067 -0.02559 -0.11831 -2.35 2.80 0.90
N 0.20857 -2.35896 -0.80956 -0.45 -0.03 0.22
S 0.31457 -1.05357 0.02650 -0.36 0.03 -1.47
H -1.97272 1.72234 0.20698 0.07 0.07 0.04
H 0.53565 2.67474 0.69781 0.10 0.48 0.21
H -2.01385 -0.75051 -0.36075 -0.16 -0.18 -0.26
H 2.27984 0.03566 0.75835 0.31 -0.12 0.24
H 1.01305 -2.96189 -0.73845 0.32 0.00 0.30
```
Positions in Å, forces in eV/Å.

HOMO energy (alpha / beta)   -8.434 / -8.094 eV
HOMO-LUMO gap (alpha / beta)   7.36 / 6.96 eV
Energy above the lowest of the compared OMol25 structures with the same formula, charge and spin   787.7 kJ/mol
Multiplicity   1
M   99.16 Da

From a Mulliken analysis of the wavefunction, the atomic charges in e read: number 1, C, carries 0.11; number 2, C, carries -0.68; number 3, C, carries -0.31; number 4, C, carries -0.51; number 5, N, carries -0.58; number 6, S, carries 0.42; number 7, H, carries 0.31; number 8, H, carries 0.34; number 9, H, carries 0.39; number 10, H, carries 0.28; number 11, H, carries 0.23